# C4H8N2O

C4H8N2O in the gas phase (wB97M-V/def2-TZVPD, the Open Molecules 2025 dataset).

The geometry in XYZ format:
```
15
Properties=species:S:1:pos:R:3
H -1.61642 -1.04927 -0.36379
H -1.11147 -2.51195 0.63694
C -0.90164 -1.49066 0.32966
N -0.29188 0.85721 -1.51012
O 1.75326 0.97880 -0.43821
H -1.11486 1.40890 -1.30285
H 0.30788 1.32946 1.65992
N -0.28063 -0.69477 1.39347
H 1.33237 -1.72195 0.25783
C -0.30248 0.72850 0.98079
H 0.27331 1.32755 -2.20783
C 0.47962 -1.03957 0.16071
H 2.33561 0.26382 -0.15744
C 0.44988 0.46085 -0.34499
H -1.31256 1.15307 0.90591
```

Energy above the lowest of the compared OMol25 structures with the same formula, charge and spin (kcal/mol): 74.33
HOMO energy (Ha): -0.3401
SMILES string: N[C@@]1(O)CN2C[C@H]21
Orbital gap (eV): 10.20
Max |F| (eV/Å): 0.6
Total charge: 0

Listed below, in e, are the Löwdin charges computed for each atom: 0.106, 0.107, -0.119, 0.110, 0.015, 0.074, 0.120, -0.025, 0.136, -0.103, 0.085, -0.176, 0.092, -0.537, 0.115